Entry 1:
A molecular structure, C43H112CdN7O17 at a distorted geometry, computed with ωB97M-V/def2-TZVPD.

## Properties
Lowest unoccupied orbital energy, eV: -2.794
HOMO-LUMO gap, eV: 7.21
Charge: +1
ΔE to the lowest compared entry with this formula, charge and spin, kcal per mole: 26.74
Max |F|, eV/Å: 2.3

Geometry as XYZ:
```
180
C43H112CdN7O17 | OMol25 | ωB97M-V/def2-TZVPD
Cd 1.91 2.08 1.74
C 0.78 1.83 -1.45
O 0.77 2.00 -0.05
H 0.25 0.95 -1.82
H 0.39 2.74 -1.92
H 1.83 1.69 -1.76
C -0.26 11.77 0.43
O -0.43 10.40 0.14
C -1.73 10.09 -0.29
C -1.83 8.58 -0.37
N -0.78 8.02 -1.21
C -0.81 6.57 -1.32
C 0.48 6.04 -1.93
O 1.60 6.62 -1.34
C 2.78 6.40 -2.12
H 0.64 12.05 0.96
H -1.13 12.18 0.94
H -0.16 12.26 -0.56
H -1.96 10.54 -1.27
H -2.46 10.42 0.46
H -2.82 8.20 -0.64
H -1.71 8.26 0.68
H 0.10 8.28 -0.77
H -1.57 6.25 -2.03
H -0.94 6.12 -0.32
H 0.39 6.22 -3.01
H 0.40 4.94 -1.90
H 3.59 7.00 -1.72
H 2.53 6.71 -3.14
H 3.10 5.35 -2.13
C -3.11 -0.11 -4.12
O -4.16 0.83 -4.14
C -3.77 2.19 -4.07
C -3.01 2.50 -2.77
N -3.74 2.23 -1.53
C -4.83 3.20 -1.39
C -5.54 3.16 -0.02
O -6.57 4.10 -0.02
C -6.16 5.44 0.23
H -2.24 0.24 -4.69
H -3.44 -1.09 -4.46
H -2.65 -0.16 -3.12
H -4.65 2.81 -4.20
H -3.22 2.38 -5.00
H -2.68 3.54 -2.88
H -2.03 2.01 -2.79
H -4.04 1.26 -1.62
H -5.60 3.00 -2.14
H -4.40 4.19 -1.50
H -4.79 3.38 0.76
H -5.89 2.15 0.18
H -5.72 5.96 -0.62
H -5.49 5.47 1.09
H -7.09 5.96 0.44
C -0.33 0.03 -10.03
O -0.54 0.60 -8.74
C -1.90 0.88 -8.52
C -2.04 1.92 -7.42
N -1.41 3.15 -7.91
C -1.48 4.28 -7.01
C -0.61 4.15 -5.76
O 0.71 3.83 -6.11
C 1.56 3.57 -5.02
H -1.12 -0.72 -10.16
H 0.65 -0.44 -10.04
H -0.34 0.78 -10.82
H -2.48 -0.02 -8.30
H -2.37 1.38 -9.37
H -1.48 1.50 -6.56
H -3.06 2.03 -7.04
H -0.46 2.90 -8.16
H -2.53 4.48 -6.83
H -1.10 5.16 -7.54
H -1.09 3.41 -5.10
H -0.58 5.11 -5.22
H 2.48 3.14 -5.41
H 1.08 2.82 -4.38
H 1.77 4.50 -4.49
C -5.85 -3.86 -5.56
O -6.11 -5.04 -4.83
C -5.65 -4.96 -3.50
C -4.15 -5.27 -3.41
N -3.32 -4.06 -3.19
C -3.34 -3.70 -1.79
C -2.25 -2.65 -1.55
O -0.95 -3.10 -1.88
C -0.02 -2.05 -1.78
H -6.48 -3.05 -5.18
H -6.21 -4.05 -6.57
H -4.79 -3.61 -5.68
H -6.23 -5.68 -2.91
H -5.81 -4.01 -2.98
H -3.83 -5.80 -4.31
H -3.97 -6.04 -2.65
H -2.36 -4.23 -3.48
H -3.14 -4.47 -1.02
H -4.31 -3.29 -1.52
H -2.20 -2.44 -0.47
H -2.45 -1.66 -1.95
H 0.98 -2.40 -2.00
H -0.08 -1.55 -0.80
H -0.31 -1.32 -2.55
C 8.76 -0.59 -5.94
O 7.47 -0.61 -5.39
C 7.38 -1.05 -4.03
C 6.17 -0.40 -3.40
N 4.90 -0.68 -4.07
C 3.80 -0.03 -3.36
C 2.54 -0.26 -4.17
O 2.49 0.50 -5.35
C 1.36 0.34 -6.19
H 9.31 -1.53 -5.85
H 9.36 0.28 -5.62
H 8.64 -0.39 -7.00
H 8.30 -0.66 -3.58
H 7.33 -2.14 -3.99
H 6.30 0.69 -3.51
H 6.26 -0.61 -2.33
H 4.96 -0.28 -5.00
H 4.05 1.04 -3.40
H 3.67 -0.33 -2.32
H 1.57 -0.13 -3.67
H 2.58 -1.31 -4.48
H 1.09 -0.71 -6.24
H 1.59 0.72 -7.18
H 0.59 1.07 -5.91
C 5.13 3.37 -1.29
O 5.76 4.62 -1.34
C 6.64 4.79 -0.22
C 7.25 6.15 -0.38
N 6.24 7.19 -0.14
C 6.73 8.53 -0.42
C 7.83 9.05 0.52
O 9.10 8.60 0.08
C 10.12 9.10 0.91
H 4.99 2.92 -0.30
H 5.76 2.65 -1.85
H 4.19 3.29 -1.84
H 7.37 3.97 -0.24
H 6.06 4.70 0.71
H 7.74 6.23 -1.35
H 8.02 6.34 0.38
H 5.45 7.00 -0.74
H 5.86 9.19 -0.39
H 7.14 8.55 -1.44
H 7.59 8.70 1.53
H 7.78 10.14 0.45
H 10.09 10.17 1.15
H 11.02 9.09 0.29
H 10.24 8.53 1.84
C 2.72 4.89 0.84
O 3.07 3.84 1.76
C 3.57 4.24 3.03
C 3.73 3.03 3.97
N 2.42 2.33 3.98
C 2.46 0.90 4.38
C 1.20 0.18 3.90
O 0.91 0.42 2.52
C -0.06 -0.44 1.97
H 3.55 5.56 0.61
H 1.97 5.53 1.32
H 2.30 4.44 -0.05
H 2.96 5.01 3.52
H 4.53 4.72 2.81
H 4.09 3.30 4.96
H 4.52 2.40 3.55
H 1.90 2.76 4.74
H 2.50 0.66 5.44
H 3.28 0.40 3.85
H 0.35 0.56 4.47
H 1.26 -0.88 4.16
H -0.28 -0.22 0.93
H -1.02 -0.49 2.49
H 0.28 -1.48 1.94
O -1.83 2.19 0.88
H -0.92 2.21 0.52
H -2.40 2.11 0.10
O 0.25 3.47 2.44
H -0.64 3.34 2.04
H 0.22 4.36 2.82
```

Entry 2:
16 unconnected molecules or ions with the total composition C43H127N9O16 at a distorted geometry, computed with ωB97M-V/def2-TZVPD.

## Properties
Lowest unoccupied orbital energy, eV: 0.414
HOMO-LUMO gap, eV: 9.24
ΔE to the lowest compared entry with this formula, charge and spin, kcal per mole: 55.56
Max |F|, eV/Å: 2.6

Geometry as XYZ:
```
195
C43H127N9O16 | OMol25 | ωB97M-V/def2-TZVPD
C -5.71 -3.05 1.35
O -4.68 -2.13 1.01
H -6.24 -2.50 2.13
H -6.47 -3.17 0.57
H -5.45 -4.05 1.69
H -3.93 -2.59 0.60
C 2.14 2.12 -6.20
O 2.63 0.92 -5.62
H 1.08 2.19 -5.93
H 2.54 3.01 -5.71
H 2.24 2.08 -7.28
H 3.53 0.94 -5.27
C -5.24 -1.48 -2.63
O -3.84 -1.51 -2.80
H -5.49 -0.80 -1.82
H -5.82 -1.21 -3.51
H -5.59 -2.45 -2.25
H -3.50 -2.37 -3.12
C -3.00 1.51 1.88
O -2.55 2.86 1.97
H -3.90 1.36 1.29
H -2.25 0.95 1.32
H -3.08 1.11 2.89
H -3.07 3.33 2.63
C -0.88 3.91 -5.82
O -0.41 4.03 -4.50
H -1.89 4.33 -5.85
H -0.22 4.33 -6.57
H -1.15 2.89 -6.12
H -1.05 3.86 -3.80
C 2.67 -5.70 1.98
O 1.51 -5.11 2.52
H 3.52 -5.77 2.65
H 2.53 -6.61 1.39
H 3.04 -4.95 1.27
H 1.10 -5.62 3.23
C -0.66 -4.41 0.54
O -1.52 -3.37 0.04
H -0.89 -4.54 1.60
H -0.94 -5.32 0.00
H 0.39 -4.25 0.33
H -1.01 -2.54 0.09
C 4.33 -1.56 2.87
C 5.78 -2.00 3.02
C 6.72 -0.83 3.09
O 8.05 -1.25 2.82
C 8.85 -0.34 2.11
N 5.99 -2.96 4.10
H 4.15 -1.04 1.92
H 3.96 -0.88 3.64
H 3.70 -2.44 2.83
H 6.02 -2.50 2.08
H 6.71 -0.39 4.10
H 6.42 -0.01 2.43
H 8.67 -0.35 1.03
H 9.87 -0.68 2.29
H 8.80 0.70 2.47
H 5.44 -3.80 4.04
H 5.74 -2.53 4.98
C -3.86 -5.66 -2.21
C -2.46 -5.33 -2.74
C -2.25 -5.98 -4.10
O -2.40 -7.38 -4.06
C -1.81 -8.08 -5.11
N -2.29 -3.88 -2.77
H -4.69 -5.26 -2.81
H -4.07 -5.22 -1.24
H -4.04 -6.74 -2.26
H -1.76 -5.81 -2.04
H -1.23 -5.78 -4.46
H -2.95 -5.48 -4.79
H -2.44 -8.95 -5.35
H -0.81 -8.46 -4.89
H -1.77 -7.48 -6.03
H -1.35 -3.63 -3.11
H -2.21 -3.58 -1.79
C -1.76 -1.71 3.44
C -2.69 -2.47 4.37
C -3.59 -1.58 5.21
O -2.80 -0.52 5.73
C -3.21 0.02 6.95
N -3.54 -3.38 3.60
H -2.33 -1.18 2.66
H -1.13 -2.39 2.87
H -1.14 -0.97 3.95
H -1.96 -3.00 4.99
H -4.04 -2.24 5.96
H -4.34 -1.03 4.63
H -4.18 0.53 6.88
H -2.58 0.80 7.37
H -3.34 -0.73 7.74
H -4.10 -2.74 3.04
H -3.03 -3.95 2.94
C -4.00 2.47 -3.31
C -3.46 3.45 -2.24
C -4.25 4.74 -2.01
O -4.17 5.63 -3.11
C -5.27 5.55 -4.00
N -3.52 2.70 -0.97
H -3.13 1.85 -3.53
H -4.31 3.02 -4.21
H -4.81 1.88 -2.89
H -2.42 3.68 -2.51
H -3.70 5.28 -1.23
H -5.25 4.58 -1.60
H -5.67 4.53 -4.00
H -4.99 5.80 -5.02
H -6.07 6.22 -3.68
H -3.15 3.28 -0.21
H -2.87 1.92 -1.05
C -1.25 7.63 -1.66
C -0.54 6.75 -0.65
C 0.69 6.04 -1.19
O 1.14 4.92 -0.48
C 0.20 3.90 -0.20
N -0.20 7.58 0.52
H -0.61 8.48 -1.93
H -2.13 8.10 -1.21
H -1.59 7.11 -2.56
H -1.23 5.97 -0.29
H 1.52 6.76 -1.22
H 0.61 5.78 -2.26
H 0.72 3.00 0.13
H -0.37 3.62 -1.09
H -0.42 4.27 0.62
H -1.03 7.79 1.06
H 0.29 7.01 1.21
C -0.06 0.72 -3.07
C -0.44 -0.11 -1.83
C 0.49 0.09 -0.64
O 0.30 -1.12 0.09
C 1.01 -1.17 1.32
N -1.83 0.05 -1.44
H 0.76 0.40 -3.72
H 0.12 1.73 -2.71
H -0.94 0.76 -3.72
H -0.24 -1.15 -2.12
H 0.23 0.97 -0.04
H 1.54 0.23 -0.92
H 1.17 -2.23 1.50
H 0.38 -0.84 2.14
H 2.00 -0.70 1.29
H -1.97 -0.43 -0.56
H -2.50 -0.36 -2.09
C 1.75 -5.83 -2.38
C 1.73 -4.30 -2.51
C 3.10 -3.74 -2.80
O 4.02 -4.04 -1.76
C 5.13 -3.18 -1.71
N 0.70 -3.94 -3.51
H 0.74 -6.25 -2.36
H 2.27 -6.06 -1.46
H 2.30 -6.26 -3.22
H 1.41 -3.82 -1.58
H 3.07 -2.65 -2.87
H 3.40 -4.11 -3.79
H 4.81 -2.19 -1.37
H 5.72 -3.15 -2.64
H 5.76 -3.64 -0.94
H 0.73 -4.56 -4.32
H 0.92 -2.99 -3.81
C -1.91 3.97 7.74
C -0.57 3.50 7.18
C -0.76 2.76 5.84
O 0.48 2.51 5.25
C 0.37 2.14 3.90
N 0.24 4.72 6.97
H -2.55 4.36 6.95
H -1.88 4.83 8.41
H -2.38 3.11 8.23
H -0.05 2.83 7.86
H -1.47 3.38 5.26
H -1.36 1.86 5.96
H -0.26 1.29 3.58
H 1.35 1.86 3.51
H -0.02 3.00 3.33
H 1.18 4.45 6.67
H -0.04 5.20 6.12
C 4.68 1.93 1.32
C 5.63 1.69 0.13
C 5.05 2.39 -1.12
O 3.85 1.77 -1.51
C 3.08 2.53 -2.43
N 6.94 2.24 0.45
H 4.99 1.43 2.23
H 3.64 1.74 1.04
H 4.64 3.02 1.44
H 5.75 0.62 0.00
H 5.80 2.29 -1.92
H 4.98 3.46 -0.90
H 2.24 1.86 -2.62
H 3.50 2.89 -3.37
H 2.57 3.35 -1.91
H 6.94 3.25 0.57
H 7.50 2.18 -0.40
```

What is the formula in the first record?
C43H112CdN7O17